# C4H24N2O8S

A 8-piece molecular cluster, C4H24N2O8S overall (ωB97M-V/def2-TZVPD, OMol25).

Each line ends with the Mulliken charge.
Atoms and positions in Å:
C (-0.165, -0.084, -0.984)  -0.609
N (0.417, -0.210, 0.342)  0.026
C (-0.334, -0.391, 1.511)  0.436
N (-1.696, -0.460, 1.315)  -0.370
O (0.315, -0.447, 2.543)  -0.627
C (-0.699, 1.362, -1.290)  -0.110
C (0.439, 2.239, -1.745)  -0.651
S (1.244, 1.637, -3.264)  -0.263
H (0.619, -0.398, -1.677)  0.501
H (-0.893, -0.858, -1.207)  -0.265
H (1.360, 0.098, 0.458)  0.350
H (-2.169, -0.489, 2.227)  0.285
H (-2.139, 0.237, 0.742)  0.258
H (-1.586, 1.360, -1.917)  0.294
H (-1.043, 1.576, -0.278)  0.169
H (0.098, 3.278, -1.727)  0.488
H (1.222, 2.287, -0.993)  0.163
H (1.404, 2.771, -3.961)  0.146
H (-2.151, -1.460, 4.429)  0.306
H (-1.854, -0.014, 4.720)  0.307
O (-2.275, -0.582, 4.066)  -0.667
H (-1.929, -2.611, -2.218)  0.338
H (-3.194, -1.821, -2.375)  0.295
O (-2.366, -2.001, -2.830)  -0.637
H (0.614, 4.012, 0.612)  0.301
H (1.713, 3.761, 1.671)  0.324
O (0.884, 4.226, 1.503)  -0.640
H (3.272, -0.701, -2.450)  0.315
H (2.605, -0.189, -3.877)  0.255
O (3.265, -0.676, -3.402)  -0.607
H (1.911, 1.227, 1.618)  0.230
H (3.200, 1.157, 2.534)  0.299
O (2.578, 1.730, 2.086)  -0.646
H (-0.006, -3.582, 3.701)  0.308
H (0.480, -4.441, 2.587)  0.316
O (-0.303, -4.303, 3.133)  -0.630
H (-2.469, -3.828, 0.159)  0.312
H (-2.133, -2.407, 0.242)  0.373
O (-2.526, -3.034, -0.391)  -0.671

Cartesian forces, eV/Å:
C 0.37 -0.07 -1.00
N -1.76 -0.21 -0.30
C 2.36 1.15 -1.46
N -0.50 -0.59 1.39
O -1.01 -0.48 0.56
C 0.39 -2.08 0.96
C -0.12 1.07 0.73
S -0.53 0.46 -0.19
H 0.15 0.38 -0.16
H -0.44 0.12 0.54
H 0.23 -0.35 0.07
H 0.28 -0.09 -0.25
H 0.28 0.04 -0.51
H 0.23 -0.01 -0.45
H -0.01 1.16 -0.08
H 0.05 -0.01 -0.95
H 0.14 -0.43 0.30
H -0.15 0.10 0.24
H -0.03 -0.35 -0.04
H 0.08 0.19 -0.21
O -0.31 0.09 0.48
H -0.25 0.04 -0.13
H -0.04 -0.08 -0.03
O 0.24 0.16 -0.20
H 0.10 -0.10 -0.25
H -0.06 -0.18 -0.06
O -0.04 0.20 0.34
H -0.82 0.66 0.03
H -0.62 0.44 0.82
O 1.78 -1.52 -0.85
H -0.01 -0.36 0.63
H -0.24 -0.40 -0.07
O 0.25 1.05 -0.28
H -0.20 0.03 0.05
H -0.14 -0.18 -0.12
O 0.33 0.24 0.01
H -0.24 -0.23 -0.44
H -0.16 0.48 -0.34
O 0.44 -0.31 1.25

Calculated values
**Spin multiplicity**: 1
**SMILES string**: NC(=O)NCCCS.O.O.O.O.O.O.O
**Highest occupied orbital energy**: -9.59 eV


# C17H18Cl2N4O3S

One molecule with the formula C17H18Cl2N4O3S (ωB97M-V/def2-TZVPD, OMol25).

Each line ends with the Mulliken charge.
Atoms and positions in Å:
C (-1.200, -3.248, -1.379)  -0.952
N (-2.452, -2.783, -0.829)  -0.195
C (-2.934, -1.598, -1.517)  -0.191
C (-4.309, -1.211, -0.974)  -1.178
N (-4.285, -0.965, 0.462)  -0.311
N (-3.542, 0.195, 0.798)  0.167
C (-3.692, 1.403, 0.240)  0.682
O (-4.488, 1.710, -0.622)  -0.659
C (-2.660, 2.413, 0.796)  -1.037
N (-1.310, 2.059, 0.384)  0.162
C (-0.726, 2.681, -0.698)  0.732
O (-1.196, 3.556, -1.356)  -0.521
S (0.903, 1.989, -0.967)  -0.108
C (0.733, 0.909, 0.400)  0.243
C (1.574, -0.043, 0.837)  -0.748
C (2.882, -0.393, 0.313)  -0.051
C (3.892, 0.542, 0.053)  0.720
C (5.121, 0.153, -0.455)  -0.738
C (5.373, -1.184, -0.705)  -0.381
C (4.409, -2.139, -0.429)  -0.678
C (3.187, -1.742, 0.082)  0.529
Cl (1.990, -2.941, 0.404)  -0.187
H (4.600, -3.185, -0.607)  0.445
H (6.328, -1.485, -1.106)  0.379
H (5.876, 0.900, -0.642)  0.441
Cl (3.661, 2.199, 0.453)  -0.158
H (1.203, -0.662, 1.649)  0.629
C (-0.584, 1.092, 1.031)  0.003
O (-0.996, 0.461, 1.984)  -0.734
H (-2.890, 3.397, 0.384)  0.488
H (-2.692, 2.432, 1.888)  0.345
H (-2.843, 0.071, 1.525)  0.351
C (-3.732, -2.121, 1.144)  -1.316
C (-2.360, -2.537, 0.599)  0.147
H (-2.042, -3.460, 1.089)  0.544
H (-1.609, -1.758, 0.831)  -0.053
H (-3.667, -1.909, 2.213)  0.437
H (-4.441, -2.936, 0.991)  0.391
H (-4.684, -0.315, -1.469)  0.480
H (-5.010, -2.031, -1.135)  0.369
H (-3.012, -1.822, -2.582)  0.523
H (-2.233, -0.747, -1.400)  0.069
H (-0.891, -4.150, -0.852)  0.319
H (-0.394, -2.500, -1.295)  0.261
H (-1.341, -3.488, -2.431)  0.342

Cartesian forces, eV/Å:
C -0.05 0.07 0.01
N -0.05 0.00 0.03
C -0.28 -0.01 0.02
C 0.31 0.21 -0.46
N -0.65 0.35 0.06
N 0.23 -0.64 0.26
C 0.28 0.31 0.31
O -0.25 0.11 -0.19
C -0.41 -0.04 -0.02
N -0.43 0.03 0.36
C 0.69 -0.25 -0.24
O -0.19 0.18 -0.09
S -0.10 0.05 -0.15
C 0.72 -0.35 -0.21
C -0.78 0.45 0.10
C 0.30 -0.03 -0.21
C 0.04 -0.40 0.01
C 0.01 0.02 -0.05
C -0.12 0.08 0.06
C -0.07 -0.02 0.05
C 0.24 0.26 -0.13
Cl -0.08 -0.19 0.05
H -0.02 -0.09 -0.02
H 0.10 -0.02 -0.03
H 0.06 0.08 0.00
Cl 0.27 0.25 0.14
H -0.08 0.09 0.01
C -0.15 -0.15 0.24
O 0.04 0.11 0.13
H 0.01 -0.19 0.08
H 0.04 0.04 -0.09
H -0.07 0.13 -0.20
C 0.41 -0.07 0.10
C -0.16 -0.01 0.08
H 0.03 0.03 0.06
H 0.00 -0.09 -0.02
H -0.05 -0.03 0.01
H 0.03 0.02 0.05
H 0.00 -0.16 0.01
H 0.02 0.00 0.00
H 0.02 0.06 -0.02
H 0.00 -0.06 -0.04
H 0.09 -0.06 -0.01
H 0.00 -0.01 0.00
H 0.06 -0.04 -0.06

Calculated values
**Spin multiplicity**: 1
**SMILES string**: CN1CCN(NC(=O)CN2C(=O)S/C(=C\c3c(Cl)cccc3Cl)C2=O)CC1
**Highest occupied orbital energy**: -8.08 eV


# C3H8F4N4OP3

C3H8F4N4OP3 as an isolated structure (ωB97M-V/def2-TZVPD, OMol25).

Each line ends with the Mulliken charge.
Atoms and positions in Å:
C (1.756, 1.221, -0.360)  -0.345
C (-1.682, -1.479, 0.714)  -0.799
C (-0.775, 0.729, -0.281)  -0.523
N (1.806, -1.764, -0.808)  -0.389
N (0.416, 0.775, -1.167)  -0.068
N (4.038, -0.145, -0.333)  -0.175
N (-0.924, -0.726, -0.274)  0.068
O (1.848, 0.319, 0.630)  -0.492
F (2.565, -1.423, 1.837)  -0.250
F (3.835, -2.397, 0.300)  -0.369
F (0.015, -1.458, -2.559)  -0.225
F (3.958, 2.229, 0.463)  -0.241
P (2.844, -1.126, 0.317)  1.106
P (0.462, -1.061, -1.110)  0.512
P (3.785, 1.407, -0.908)  0.216
H (1.506, 2.220, 0.031)  0.460
H (-2.353, -0.790, 1.221)  0.363
H (-2.278, -2.237, 0.205)  0.314
H (-1.037, -1.963, 1.449)  0.326
H (-0.559, 1.146, 0.712)  0.387
H (0.298, 1.315, -2.026)  0.388
H (-1.636, 1.233, -0.734)  0.399
H (4.838, -0.663, -0.665)  0.336

Cartesian forces, eV/Å:
C 0.67 0.69 0.08
C -0.16 -0.36 0.01
C -0.71 0.24 0.45
N -1.08 0.66 0.36
N 2.01 -0.05 0.02
N -0.48 -0.17 0.12
N 1.29 -0.30 -0.19
O 0.18 -0.58 0.30
F 0.03 0.28 -0.67
F -0.34 0.67 -0.29
F 0.39 0.12 1.05
F -0.07 -0.03 -0.61
P -0.02 -0.84 0.69
P -0.57 0.22 -1.48
P -1.54 0.12 0.55
H 0.01 -0.32 -0.18
H -0.03 -0.02 0.03
H -0.02 0.07 0.11
H 0.00 0.14 -0.02
H 0.07 -0.10 -0.26
H -0.05 -0.38 -0.05
H 0.21 -0.05 0.02
H 0.20 0.00 -0.05

Calculated values
**Spin multiplicity**: 1
**Net charge**: +1
**Highest occupied orbital energy**: -13.99 eV


# C39H71BaN9O3P2S2Si2

C39H71BaN9O3P2S2Si2 as an isolated structure (ωB97M-V/def2-TZVPD, OMol25).

Each line ends with the Mulliken charge.
Atoms and positions in Å:
Ba (0.225, -0.331, -0.141)  2.015
C (1.678, -4.052, 1.517)  -0.564
N (0.526, -3.651, 0.730)  2.037
C (0.714, -4.080, -0.651)  -0.732
C (-0.737, -4.081, 1.234)  -0.200
C (-0.860, -5.166, 2.098)  -0.242
C (-2.101, -5.647, 2.491)  -0.940
C (-3.249, -5.015, 2.045)  -0.795
C (-3.145, -3.906, 1.226)  -0.180
C (-1.905, -3.407, 0.780)  -1.544
N (-1.856, -2.299, -0.050)  1.827
C (-2.686, -2.333, -1.140)  -0.553
C (-3.111, -3.573, -1.684)  -0.159
C (-3.964, -3.674, -2.761)  -1.009
C (-4.432, -2.531, -3.384)  -1.217
C (-4.006, -1.304, -2.906)  -0.286
C (-3.146, -1.176, -1.826)  -0.438
N (-2.773, 0.145, -1.377)  1.812
C (-3.888, 0.776, -0.679)  -1.066
C (-2.347, 1.016, -2.464)  -0.591
H (2.546, -3.492, 1.176)  -0.700
H (1.899, -5.125, 1.414)  0.489
H (1.517, -3.813, 2.566)  0.155
H (0.825, -5.177, -0.706)  0.360
H (1.616, -3.628, -1.063)  0.030
H (-0.134, -3.764, -1.251)  -0.037
H (0.015, -5.687, 2.460)  0.292
H (-2.162, -6.522, 3.123)  0.493
H (-4.224, -5.385, 2.331)  0.349
H (-4.040, -3.401, 0.897)  0.513
H (-2.758, -4.487, -1.228)  0.411
H (-4.276, -4.648, -3.111)  0.432
H (-5.105, -2.584, -4.224)  0.434
H (-4.390, -0.411, -3.380)  0.328
H (-4.736, 0.978, -1.351)  0.427
H (-3.553, 1.716, -0.248)  0.099
H (-4.222, 0.119, 0.117)  0.223
H (-3.156, 1.271, -3.166)  0.515
H (-1.553, 0.535, -3.028)  0.009
H (-1.979, 1.943, -2.030)  -0.594
C (1.612, 2.049, 2.660)  -0.363
Si (0.951, 3.604, 1.762)  0.156
C (0.764, 4.849, 3.223)  -1.372
C (2.414, 4.369, 0.772)  -0.859
C (-0.670, 3.472, 0.832)  2.858
C (-1.696, 2.707, 1.474)  -1.859
C (-2.883, 3.342, 1.957)  -1.011
C (-3.849, 2.640, 2.615)  -0.889
C (-3.704, 1.249, 2.738)  -1.139
C (-2.565, 0.677, 2.213)  -0.892
N (-1.565, 1.355, 1.633)  1.293
Si (-1.201, 4.944, -0.204)  0.217
C (-1.291, 6.693, 0.594)  -1.332
C (-2.894, 4.680, -1.081)  -1.139
C (-0.034, 5.265, -1.701)  -1.218
H (2.459, 2.303, 3.294)  0.544
H (1.936, 1.253, 2.006)  -0.543
H (0.838, 1.624, 3.292)  0.275
H (1.615, 4.858, 3.899)  0.371
H (-0.114, 4.596, 3.808)  0.315
H (0.628, 5.862, 2.858)  0.278
H (3.336, 4.336, 1.347)  0.403
H (2.209, 5.414, 0.561)  0.446
H (2.606, 3.882, -0.179)  0.067
H (-2.957, 4.414, 1.870)  0.386
H (-4.708, 3.139, 3.043)  0.445
H (-4.461, 0.650, 3.219)  0.515
H (-2.419, -0.399, 2.183)  0.572
H (-1.855, 6.688, 1.520)  0.395
H (-1.753, 7.419, -0.070)  0.376
H (-0.293, 7.053, 0.826)  0.308
H (-3.694, 4.471, -0.381)  0.377
H (-2.863, 3.854, -1.783)  0.253
H (-3.177, 5.564, -1.646)  0.487
H (1.009, 5.270, -1.408)  0.342
H (-0.245, 6.239, -2.134)  0.507
H (-0.157, 4.531, -2.494)  0.193
C (2.000, -2.187, -4.529)  -0.815
N (1.739, -0.770, -4.343)  -0.133
C (0.606, -0.334, -5.141)  -1.030
P (1.493, -0.349, -2.730)  0.582
O (0.378, -1.028, -2.095)  -0.196
O (2.926, -0.854, -2.116)  -1.206
P (3.318, -0.547, -0.600)  -0.124
O (2.244, -0.357, 0.351)  -1.606
N (4.280, 0.817, -0.747)  1.013
C (5.459, 0.702, -1.574)  -1.100
C (4.503, 1.602, 0.448)  -0.759
N (4.201, -1.914, -0.224)  0.890
C (4.818, -1.858, 1.086)  -1.214
C (4.936, -2.696, -1.187)  -0.953
N (1.453, 1.287, -2.704)  0.905
C (2.559, 2.004, -3.285)  -1.049
C (1.033, 1.725, -1.381)  -2.541
H (2.280, -2.361, -5.569)  0.420
H (1.126, -2.802, -4.286)  0.278
H (2.826, -2.492, -3.890)  0.048
H (0.847, -0.450, -6.198)  0.402
H (0.406, 0.715, -4.936)  0.342
H (-0.299, -0.914, -4.921)  0.288
H (5.222, 0.108, -2.455)  0.298
H (6.302, 0.245, -1.041)  0.273
H (5.770, 1.700, -1.892)  0.396
H (3.619, 1.565, 1.077)  -0.023
H (4.683, 2.638, 0.159)  0.485
H (5.365, 1.245, 1.023)  0.258
H (4.178, -1.295, 1.764)  0.340
H (5.812, -1.391, 1.055)  0.310
H (4.928, -2.871, 1.477)  0.411
H (4.437, -2.647, -2.151)  0.067
H (4.946, -3.737, -0.854)  0.359
H (5.974, -2.363, -1.309)  0.303
H (2.897, 1.467, -4.172)  0.399
H (3.395, 2.099, -2.586)  0.245
H (2.228, 3.004, -3.570)  0.333
H (0.059, 1.329, -1.186)  0.668
H (0.924, 2.804, -1.355)  -0.081
H (1.744, 1.454, -0.613)  1.073
S (1.049, -1.750, 4.035)  -0.282
C (-0.366, -2.457, 4.462)  0.309
N (-1.560, -1.865, 4.354)  -0.046
C (-2.737, -2.691, 4.506)  0.042
C (-2.332, -3.872, 5.387)  -0.688
S (-0.520, -4.042, 5.201)  -0.168
H (-1.607, -1.032, 3.773)  0.134
H (-3.070, -3.039, 3.517)  -0.351
H (-3.535, -2.111, 4.979)  0.487
H (-2.797, -4.803, 5.070)  0.403
H (-2.537, -3.699, 6.444)  0.439

Cartesian forces, eV/Å:
Ba -10.97 -2.72 10.45
C -0.16 -0.12 0.11
N 0.42 0.32 -0.10
C -0.23 -0.10 0.03
C -0.47 0.16 0.07
C -0.04 -0.06 -0.18
C -0.02 -0.08 -0.03
C 0.05 -0.03 -0.12
C 0.15 -0.10 0.13
C -0.11 0.06 0.01
N 0.41 0.24 -0.04
C -0.07 -0.20 0.06
C -0.03 -0.08 -0.18
C 0.03 0.00 0.03
C -0.07 0.15 -0.16
C -0.07 -0.09 -0.05
C 0.19 -0.24 -0.03
N 0.11 -0.04 -0.10
C 0.08 -0.03 0.13
C -0.06 -0.05 0.09
H 0.13 0.06 -0.09
H 0.05 -0.06 0.01
H 0.04 -0.06 -0.04
H -0.03 0.08 -0.09
H 0.22 0.09 -0.03
H -0.12 -0.01 -0.09
H 0.12 0.07 -0.05
H 0.02 -0.06 0.10
H -0.10 0.00 0.05
H -0.09 0.08 -0.09
H 0.03 0.01 0.05
H 0.04 -0.11 -0.04
H -0.11 -0.02 -0.10
H 0.02 0.14 -0.05
H 0.03 -0.04 -0.04
H -0.04 0.14 0.09
H -0.06 -0.02 0.07
H 0.06 0.05 0.03
H 0.13 -0.07 -0.15
H 0.07 0.18 -0.01
C -0.40 0.34 -0.40
Si -0.39 0.58 0.45
C 0.10 -0.46 -0.50
C -0.51 -0.29 0.07
C 1.27 0.78 -0.49
C -0.41 -0.25 0.19
C 0.32 -0.10 0.08
C 0.02 -0.58 -0.01
C -0.03 0.09 0.10
C 0.27 0.23 -0.03
N -0.10 0.42 -0.13
Si -0.03 -0.05 -0.37
C 0.01 -0.68 -0.07
C 0.48 0.01 0.48
C -0.19 -0.20 0.50
H 0.11 0.18 0.09
H 0.00 -0.31 -0.17
H -0.16 -0.06 0.13
H 0.23 -0.06 0.08
H -0.25 -0.09 0.14
H -0.08 0.24 -0.14
H 0.11 -0.04 0.25
H -0.08 0.21 -0.04
H 0.06 -0.13 -0.27
H -0.01 0.14 0.01
H -0.08 0.05 -0.03
H -0.06 -0.13 0.00
H -0.22 -0.13 0.06
H -0.13 -0.01 0.25
H -0.09 0.05 -0.22
H 0.26 0.06 0.08
H -0.23 -0.04 0.15
H 0.08 -0.21 -0.13
H 0.06 0.26 -0.06
H 0.35 0.01 0.07
H -0.13 0.20 -0.04
H -0.09 -0.24 -0.14
C 0.25 -0.48 0.00
N -0.01 0.45 1.42
C -0.47 0.28 -0.43
P 2.76 0.10 -5.60
O -0.65 -2.32 -4.77
O -0.83 0.16 0.33
P 5.24 -1.25 -0.99
O 4.89 0.11 2.57
N -0.92 -0.97 0.31
C 0.21 -0.08 -0.38
C -0.02 0.40 0.42
N -0.67 1.00 -0.38
C 0.13 -0.01 0.42
C 0.04 -0.25 -0.34
N -0.31 -1.37 0.62
C 0.68 0.53 -0.48
C 0.03 3.08 -1.39
H -0.01 0.00 0.04
H -0.01 -0.01 -0.05
H 0.04 -0.10 -0.10
H 0.01 0.02 0.03
H -0.09 0.03 -0.16
H 0.00 0.00 -0.04
H 0.18 0.04 -0.12
H -0.07 -0.02 0.00
H -0.02 -0.04 -0.06
H 0.08 0.18 0.09
H -0.01 0.01 0.08
H 0.00 -0.03 -0.01
H 0.05 -0.06 0.16
H -0.06 -0.03 -0.01
H -0.04 0.03 0.05
H 0.08 -0.12 -0.06
H 0.02 0.00 -0.06
H -0.05 0.02 0.05
H 0.02 0.15 0.00
H -0.11 0.01 -0.04
H -0.05 -0.05 0.01
H -0.33 2.31 -1.25
H 0.01 0.09 -0.11
H 0.20 0.56 0.23
S 0.58 0.23 -0.15
C -0.37 0.02 0.43
N 0.12 0.11 -0.28
C -0.41 -0.16 -0.12
C 0.35 -0.07 0.17
S -0.09 0.34 -0.04
H 0.07 -0.14 0.31
H 0.02 0.08 0.31
H 0.05 -0.09 -0.09
H -0.08 0.06 -0.04
H -0.07 0.04 -0.08

Calculated values
**Spin multiplicity**: 1
**Highest occupied orbital energy**: -5.80 eV


# C4H8O

A 2-piece molecular cluster, C4H8O overall (ωB97M-V/def2-TZVPD, OMol25).

Each line ends with the Mulliken charge.
Atoms and positions in Å:
C (-1.696, -0.504, -0.035)  -0.708
C (-0.621, 0.202, -0.790)  -0.549
C (1.336, 0.905, 0.498)  -0.955
C (1.700, -0.388, 0.161)  0.320
O (0.866, -1.236, -0.262)  -0.569
H (-1.646, -0.274, 1.034)  0.247
H (-1.643, -1.585, -0.161)  0.279
H (-2.668, -0.133, -0.394)  0.328
H (-0.311, -0.195, -1.748)  0.318
H (-0.682, 1.283, -0.767)  0.412
H (2.078, 1.686, 0.649)  0.295
H (0.436, 0.995, 1.102)  0.234
H (2.743, -0.730, 0.255)  0.349

Cartesian forces, eV/Å:
C 0.09 -0.05 0.02
C -0.26 0.02 -0.08
C 0.09 -0.09 0.08
C -0.02 -0.02 -0.04
O 0.13 0.23 0.09
H -0.02 -0.02 -0.16
H -0.01 0.16 0.01
H 0.11 -0.02 0.03
H -0.02 0.05 0.16
H 0.04 -0.15 0.02
H -0.09 -0.15 -0.04
H 0.06 -0.03 -0.13
H -0.10 0.08 0.02

Calculated values
**Spin multiplicity**: 1
**Highest occupied orbital energy (spin up / spin down)**: -7.86 / -7.86 eV


| no. | F_max (eV/Å) |
| --- | --- |
| 1 | 2.999 |
| 2 | 0.906 |
| 3 | 2.014 |
| 4 | 15.388 |
| 5 | 0.277 |